Entry 1:
An isolated ion of composition C3H7N2S and charge +1 at a distorted geometry. Source: the OMol25 dataset; level of theory: wB97M-V/def2-TZVPD.

XYZ file:
```
13
Properties=species:S:1:pos:R:3:mulliken_charge:R:1
N 0.8546 0.3987 -0.2413 -0.13
H -2.2221 1.6383 0.8077 0.28
H 2.0842 1.7915 -0.6795 0.34
C 1.5959 1.3651 0.0633 -0.16
H -0.1810 -2.5660 0.3769 0.44
H 1.8591 1.7893 1.1537 0.24
N -2.0462 1.2346 -0.0859 -0.47
C 0.5195 -1.9557 -0.0326 -1.22
H 1.3791 -2.0215 0.5394 0.39
H 0.4238 -2.3143 -1.1218 0.34
C 0.0453 -0.5623 0.0518 0.53
S -1.7308 -0.4188 -0.0054 0.15
H -2.5815 1.6212 -0.8262 0.27
```

Output
Total charge: +1
HOMO energy, eV: -14.4
LUMO level, eV: -4.75
Molecular weight, g/mol: 103.17
Gap between HOMO and LUMO, eV: 9.61

***

Entry 2:
A 2-piece molecular cluster, C3H7N2S overall at a distorted geometry. Source: the OMol25 dataset; level of theory: wB97M-V/def2-TZVPD.

XYZ file:
```
13
Properties=species:S:1:pos:R:3:mulliken_charge:R:1
H 1.1743 -2.6536 -0.8714 0.25
S -2.1737 -1.2201 -0.1415 -0.17
H 0.7324 -0.8974 -1.7864 0.41
C 0.9054 -0.7058 -0.7746 -0.52
H -1.0494 1.4863 1.9895 0.21
H -0.2513 2.7449 1.2222 0.26
C -1.1366 -0.0807 -0.2253 -0.04
C -0.8720 1.2498 0.0508 0.05
H 1.4690 -1.9699 0.6946 0.23
H 1.4327 0.2065 -0.3509 0.37
N -0.6699 1.8235 1.2032 -0.26
N 1.1248 -1.8884 -0.2529 -0.20
H -0.6857 1.9050 -0.7572 0.40
```

Output
Total charge: +1
HOMO energy (alpha / beta), eV: -10.8 / -14.5
Spin multiplicity: 3
LUMO level (alpha / beta), eV: -4.54 / -6.11
Molecular weight, g/mol: 103.17
Gap between HOMO and LUMO (alpha / beta), eV: 6.21 / 8.35

***

Entry 3:
An isolated ion of composition C3H7N2S2 and charge +1 at a distorted geometry. Source: the OMol25 dataset; level of theory: wB97M-V/def2-TZVPD.

XYZ file:
```
14
Properties=species:S:1:pos:R:3:mulliken_charge:R:1
C -0.1604 0.4527 -0.9936 0.67
H 0.5587 -1.5549 0.9488 0.33
H 1.6907 -0.9154 -0.8400 0.15
S 0.8478 -0.6679 -1.8011 -0.07
H -0.9832 1.5473 -2.5395 0.27
H -1.1050 0.6087 0.7393 0.23
H -1.9047 1.2630 -1.1257 0.20
N -1.1506 1.0379 -1.7067 -0.39
C 0.5626 -0.4427 1.0808 -0.90
H 0.3396 -0.1352 2.0596 0.42
H 2.7469 -0.4855 0.8580 0.44
C 1.9296 0.2075 0.9602 -0.19
N -0.4212 0.1657 0.2373 -0.03
S 2.0267 1.7674 0.9752 -0.14
```

Output
Total charge: +1
HOMO energy, eV: -13.1
LUMO level, eV: -4.88
Molecular weight, g/mol: 135.24
Gap between HOMO and LUMO, eV: 8.25

***

Which of these has the highest molecular weight?
C3H7N2S2

***

Look up the molecular weight of the third one.
135.24 g/mol